C4H4FN | ωB97M-V/def2-TZVPD

Geometry as XYZ:
```
10
Properties=species:S:1:pos:R:3:forces:R:3:lowdin_charge:R:1
C -0.7296 1.2644 0.8526 0.7 -1.1 2.3 -0.1645
C 0.2399 -0.1285 0.5037 -0.8 -0.1 -0.6 -0.0523
C 1.3825 -1.6505 -0.8246 0.4 -0.4 0.4 -0.0033
C -1.2788 0.2480 0.0554 0.1 -0.7 -1.8 -0.0801
N 0.2435 0.6178 1.5935 -0.2 -0.4 -0.1 0.1226
F 2.5852 -1.4364 -0.2623 -0.3 -0.1 -0.3 -0.1340
H -0.5505 2.2719 0.7074 -0.1 2.1 -0.8 0.0981
H 1.5460 -1.2736 -1.8908 -0.4 0.5 0.7 -0.0020
H -2.1439 -0.3955 0.2594 1.0 -0.1 0.8 0.1243
H -1.2942 0.4825 -0.9944 -0.5 0.3 -0.7 0.0912
```
Forces are in eV/Å.

strongest force on any atom = 2.64 eV/Å
ΔE to the lowest compared entry with this formula, charge and spin = 761.6 kJ/mol
LUMO energy = -0.0098 Ha

=====

C41H44As2B2BaF8I2N3O3 | ωB97M-V/def2-TZVPD

Geometry as XYZ:
```
106
Properties=species:S:1:pos:R:3:forces:R:3:lowdin_charge:R:1
Ba 1.2888 -0.4931 1.4679 -0.3 -0.4 0.1 2.0250
C 0.8260 -1.2666 -1.9723 0.1 0.0 -0.5 -0.4375
C 0.3140 0.1116 -2.3570 0.0 0.0 0.1 -0.4256
As 0.7743 1.5633 -1.0819 0.1 0.1 -0.2 1.2836
C 1.9235 2.6132 -2.2635 -0.2 0.0 0.2 -0.3829
C 1.5965 3.8885 -2.7025 0.0 0.1 -0.1 -0.1069
C 2.4620 4.5867 -3.5350 -0.1 0.0 0.0 -0.0922
C 3.6614 4.0176 -3.9257 0.1 0.0 0.0 -0.0992
C 4.0023 2.7516 -3.4692 0.1 0.0 -0.1 -0.0884
C 3.1415 2.0568 -2.6383 0.1 -0.2 0.1 -0.1163
C -0.8952 2.5457 -1.2189 0.1 0.0 -0.3 -0.4132
C -1.5142 3.0070 -0.0686 -0.1 0.0 0.1 -0.1088
C -2.7666 3.6084 -0.1481 0.0 0.0 0.2 -0.0828
C -3.3967 3.7531 -1.3690 -0.1 0.0 -0.1 -0.1004
C -2.7741 3.3092 -2.5300 0.1 0.0 0.0 -0.0876
C -1.5268 2.7116 -2.4544 0.0 0.0 0.0 -0.1301
As 0.3853 -2.6793 -3.3339 0.3 0.0 0.1 1.3665
C 0.8908 -1.7319 -4.9859 -0.1 -0.1 0.3 -0.4106
C 2.0902 -1.0335 -5.0574 0.0 0.1 0.2 -0.1254
C 2.5080 -0.4531 -6.2434 0.1 0.1 0.0 -0.0905
C 1.7434 -0.5838 -7.3909 0.0 0.0 0.0 -0.1024
C 0.5654 -1.3146 -7.3424 0.0 0.0 -0.1 -0.0970
C 0.1493 -1.8882 -6.1518 -0.2 -0.1 0.0 -0.1355
C -1.5521 -2.3827 -3.3588 0.0 0.2 0.1 -0.3934
C -2.2280 -1.3469 -4.0063 0.2 0.0 -0.1 -0.1276
C -3.6046 -1.2344 -3.9214 -0.2 0.0 0.0 -0.1009
C -4.3355 -2.1457 -3.1716 -0.1 0.0 -0.1 -0.1522
C -3.6762 -3.1610 -2.4993 0.0 -0.1 0.0 -0.1009
C -2.2946 -3.2773 -2.5956 0.0 -0.1 0.1 -0.1193
H 0.3438 -1.6277 -1.0660 -0.1 -0.1 -0.1 0.0060
H 1.9097 -1.3232 -1.8058 -0.1 0.1 -0.1 0.0645
H -0.7775 0.0964 -2.4018 0.1 0.0 0.0 0.0371
H 0.6829 0.4242 -3.3321 0.0 0.0 -0.1 0.0551
H 0.6622 4.3472 -2.4035 0.0 0.0 0.0 0.0931
H 2.1923 5.5795 -3.8722 0.0 0.0 0.0 0.0989
H 4.3357 4.5651 -4.5714 0.0 0.0 0.0 0.0971
H 4.9514 2.3102 -3.7466 0.0 0.0 0.0 0.1029
H 3.4446 1.0843 -2.2592 -0.1 0.0 0.0 0.1037
H -1.0384 2.8724 0.8966 0.0 0.0 0.0 0.0977
H -3.2518 3.9508 0.7575 0.0 0.0 0.0 0.1086
H -4.3774 4.2070 -1.4216 0.0 0.0 0.0 0.1008
H -3.2578 3.4234 -3.4918 0.0 0.0 0.0 0.1024
H -1.0423 2.3645 -3.3616 0.0 0.0 0.0 0.1094
H 2.7074 -0.9188 -4.1731 0.0 0.0 0.0 0.0983
H 3.4304 0.1141 -6.2655 0.0 0.0 0.0 0.0999
H 2.0657 -0.1269 -8.3170 0.0 0.0 0.0 0.0955
H -0.0339 -1.4406 -8.2358 0.0 0.0 0.0 0.0977
H -0.7727 -2.4612 -6.1384 0.0 0.0 0.0 0.0981
H -1.6755 -0.6257 -4.5996 0.0 0.0 0.0 0.0993
H -4.1108 -0.4245 -4.4330 0.0 0.0 0.0 0.1046
H -5.4105 -2.0509 -3.0986 0.0 0.0 0.0 0.0841
H -4.2348 -3.8676 -1.9000 0.0 0.0 0.0 0.1057
H -1.7904 -4.0709 -2.0545 0.1 0.0 0.0 0.0947
C -0.3477 -1.5987 4.6927 0.0 0.1 0.0 -0.1500
C -1.0801 -2.6572 5.5511 -0.1 0.0 0.1 -0.1554
N -0.8133 -4.0032 5.0465 0.0 0.0 0.0 -0.1633
C -1.3424 -4.1057 3.6892 -0.1 -0.1 -0.1 -0.1483
C -0.7586 -2.9869 2.7940 0.0 0.0 0.0 -0.1592
N 0.2768 -2.2533 3.5377 0.0 0.1 -0.2 -0.2601
C 1.2903 -3.2085 4.0083 0.1 0.1 0.0 -0.1462
C 0.6356 -4.2045 4.9961 0.1 -0.1 0.1 -0.1513
H 0.4416 -1.0956 5.2587 0.0 0.0 0.0 0.1269
H -1.0304 -0.8252 4.3320 0.0 0.0 0.0 0.1029
H -2.1613 -2.4979 5.5294 0.0 0.0 0.0 0.1148
H -0.7592 -2.6086 6.5944 0.0 0.0 0.0 0.1118
H -2.4329 -4.0408 3.7363 0.0 0.0 0.0 0.1135
H -1.0780 -5.0886 3.2950 0.0 0.0 0.0 0.1189
H -1.5275 -2.2691 2.4978 0.0 0.0 0.0 0.1096
H -0.3135 -3.3970 1.8884 0.0 0.0 -0.1 0.0992
H 2.0979 -2.6382 4.4758 0.0 -0.1 0.0 0.1205
H 1.7054 -3.7186 3.1387 0.0 0.0 0.0 0.1102
H 1.0256 -4.0746 6.0087 0.0 0.0 0.0 0.1129
H 0.8311 -5.2349 4.6904 0.0 0.0 0.0 0.1153
F 5.5635 -0.3239 1.9856 0.4 -0.2 0.0 0.1748
B 4.3400 0.2642 2.0302 -0.2 -0.1 -0.1 -1.2929
F 3.4487 -0.4759 2.8921 0.2 0.0 0.2 -0.0702
F 3.6997 0.1998 0.7286 0.2 0.1 -0.1 -0.0867
F 4.3665 1.5725 2.4457 0.0 0.4 0.1 0.1470
F 0.3605 -3.9352 -0.4510 0.0 0.0 0.0 0.0660
B 1.7130 -4.0079 -0.0520 -0.2 0.1 0.2 -1.2995
F 1.9274 -2.8635 0.8376 0.1 -0.2 -0.2 -0.1297
F 1.9428 -5.1474 0.6795 0.0 -0.3 0.2 0.1472
F 2.5712 -3.8807 -1.1187 0.1 0.1 -0.3 0.1289
N -2.9528 0.5110 1.6609 0.5 0.1 0.2 0.1889
C -2.4456 -0.0018 0.5403 0.0 0.0 0.8 -0.6244
O -1.2799 -0.4037 0.4636 0.1 0.0 -0.3 -0.1537
C -3.2889 -0.1208 -0.7020 0.1 -0.1 -0.2 -0.5364
I -5.3859 0.1380 -0.5183 -0.2 0.1 0.1 0.8560
H -2.3251 0.8007 2.4615 -0.5 -0.2 -0.5 0.0873
H -3.8975 0.8562 1.6401 0.0 0.1 0.1 0.0250
H -3.1375 -1.1104 -1.1339 0.0 0.2 0.0 0.0291
H -2.9623 0.6389 -1.4130 0.0 0.0 0.0 0.0360
I 2.5509 5.9418 7.5695 0.2 0.3 0.3 0.8460
C 1.5946 4.5996 6.3203 0.0 -0.3 -0.2 -0.7613
C 0.2235 4.4246 6.4326 0.1 0.1 0.1 -0.1611
C -0.4098 3.5288 5.5930 -0.2 0.0 0.0 -0.0241
C 0.3107 2.8155 4.6458 -0.3 0.0 0.1 -0.1245
C 1.6834 2.9997 4.5483 0.1 -0.1 -0.1 -0.0004
C 2.3371 3.8908 5.3856 -0.2 0.0 0.1 -0.1390
C -0.4150 1.8562 3.7300 0.0 0.0 -0.3 -0.6218
O -1.6426 1.6684 3.8645 0.2 0.1 0.1 -0.0281
O 0.3009 1.3109 2.8422 -0.2 0.1 0.1 -0.3084
H -0.3362 4.9850 7.1680 0.0 0.0 0.0 0.0856
H -1.4785 3.3730 5.6598 0.0 0.0 0.0 0.1144
H 2.2487 2.4408 3.8145 0.0 0.0 0.0 0.1101
H 3.4048 4.0285 5.3076 0.1 0.0 0.0 0.0943
```
Forces are in eV/Å.

strongest force on any atom = 0.79 eV/Å
ΔE to the lowest compared entry with this formula, charge and spin = 13.1 kJ/mol
total charge = -1
LUMO energy = 0.0589 Ha

=====

C38H90Cl10O14 | ωB97M-V/def2-TZVPD

Geometry as XYZ:
```
152
Properties=species:S:1:pos:R:3:forces:R:3:lowdin_charge:R:1
C 1.7328 2.5319 5.7295 -0.3 0.3 1.1 -0.1140
O 0.6613 3.4757 5.8805 0.3 0.5 0.3 -0.2025
C 0.5130 3.9363 7.2540 0.5 -1.0 -0.4 -0.1806
C -0.1319 2.8871 8.1504 -1.2 1.3 -0.3 -0.2058
O -1.4735 2.5939 7.7229 0.3 -0.4 0.0 -0.1815
C -1.6221 1.5537 6.7405 0.7 0.4 0.6 -0.0752
H 2.6900 2.9925 5.9739 0.2 0.2 0.0 0.0789
H 1.8318 2.0787 4.7432 -0.6 0.5 -0.2 0.0438
H 1.5784 1.7255 6.4465 0.1 -0.3 0.0 0.0754
H -0.0311 4.8754 7.3541 -0.5 -0.2 -0.9 0.1269
H 1.4728 4.1950 7.7013 0.6 -0.2 -0.1 0.1135
H -0.2963 3.4260 9.0835 0.1 -0.2 0.3 0.1216
H 0.5496 2.0657 8.3716 -0.4 -0.6 -0.3 0.1137
H -1.1117 1.8466 5.8230 0.1 -0.3 0.0 0.0675
H -2.6694 1.3608 6.5081 0.0 0.4 0.3 0.0871
H -1.2006 0.6610 7.2027 0.1 -0.4 -0.4 0.0833
C -2.1468 1.4967 -1.9210 -1.0 -0.1 0.4 -0.0592
O -3.1426 0.5396 -2.3369 0.6 0.8 -0.2 -0.1991
C -3.9250 0.0034 -1.3052 -1.4 0.6 0.0 -0.1890
C -5.3223 0.7335 -1.0647 1.2 0.2 -0.5 -0.1638
O -5.1253 2.0790 -0.6673 0.7 0.8 0.1 -0.2113
C -5.1070 3.1114 -1.6628 -0.4 -0.3 0.1 -0.0857
H -2.6454 2.2296 -1.2866 0.2 0.2 0.1 0.0596
H -1.7648 2.0120 -2.8024 0.1 -0.3 0.0 0.0930
H -1.3673 1.0182 -1.3280 0.2 -0.1 -0.2 0.0679
H -3.4484 0.0436 -0.3257 0.5 -0.1 0.0 0.1110
H -4.0433 -1.0271 -1.6403 -0.5 -0.3 0.5 0.0861
H -5.8432 0.2816 -0.2205 0.1 -0.3 0.0 0.1110
H -6.0027 0.7125 -1.9159 0.1 -0.2 -0.4 0.1162
H -6.0466 3.0434 -2.2112 0.0 0.2 -0.3 0.0882
H -4.2586 3.1429 -2.3464 0.1 -0.8 -0.1 0.0743
H -5.0379 4.0891 -1.1860 -0.4 -0.2 0.5 0.0842
C -3.7631 -5.4824 2.0942 0.9 -0.3 -0.1 -0.0657
O -2.8360 -4.3816 2.1224 -0.8 -2.6 1.2 -0.1876
C -3.0417 -3.4172 1.1826 -0.7 1.1 -0.8 -0.2347
C -3.1891 -3.8409 -0.2828 0.5 -0.3 0.2 -0.2118
O -2.0899 -4.6398 -0.6534 0.0 -0.2 -0.3 -0.1926
C -2.2172 -5.1912 -1.9581 0.6 -0.3 0.2 -0.1120
H -4.8147 -5.2887 2.3059 0.0 0.8 0.0 0.0898
H -3.4328 -6.2011 2.8442 0.1 0.1 0.0 0.0889
H -3.7117 -5.9832 1.1274 0.0 0.0 -0.1 0.0818
H -2.2076 -2.7515 1.4043 -0.1 0.4 -0.7 0.1181
H -3.9746 -2.8995 1.4060 -0.3 0.5 0.1 0.1247
H -3.3135 -2.9562 -0.9073 0.5 0.4 -0.1 0.0939
H -4.1116 -4.3765 -0.5069 -0.3 -0.4 0.5 0.1207
H -3.1185 -5.7891 -2.0939 -0.5 0.3 0.2 0.0870
H -1.4080 -5.9059 -2.1080 0.3 0.2 0.1 0.0832
H -2.1393 -4.4150 -2.7193 -0.2 -0.1 -0.1 0.0318
C 3.7331 6.4556 4.8507 -0.3 0.6 -0.2 -0.1142
O 3.6073 6.3610 3.4442 -0.3 -0.5 -0.1 -0.1791
C 3.7778 5.0062 3.0208 -0.2 0.0 -0.3 -0.2022
C 3.5535 4.8616 1.4803 -2.1 0.8 0.2 -0.1082
O 2.0568 4.8047 1.2122 1.1 0.6 0.4 -0.2297
C 1.7460 4.8953 -0.2107 2.3 -1.5 1.0 -0.1029
H 4.7549 6.2810 5.1874 0.2 0.0 0.0 0.0855
H 3.0752 5.7911 5.4109 -0.2 -0.4 -0.2 0.0750
H 3.4103 7.4593 5.1270 0.3 0.1 -0.1 0.0899
H 3.1154 4.3744 3.6125 -0.5 -0.2 -0.3 0.0937
H 4.7618 4.7242 3.3955 0.5 -0.4 -0.7 0.1117
H 4.0228 4.0611 0.9084 0.1 -0.6 0.7 0.0922
H 3.9886 5.7544 1.0312 -0.3 0.4 -0.1 0.1121
H 0.7116 4.7253 -0.5094 -0.2 0.7 0.8 0.0750
H 2.2502 4.0049 -0.5863 0.1 0.1 -0.8 0.0048
H 2.2732 5.7595 -0.6150 -0.6 0.3 -0.3 0.0863
C 1.1131 1.0713 1.7085 -0.1 1.4 -1.4 -0.1054
O 0.2898 0.4741 0.6673 0.9 -0.4 1.6 -0.1766
C 0.5976 -0.9101 0.6274 -0.6 -0.1 -1.5 -0.2141
C -0.2337 -1.6452 -0.4194 0.5 -0.8 0.0 -0.1788
O -0.1312 -1.1876 -1.7448 0.3 1.1 0.4 -0.1689
C -0.8498 -1.9559 -2.6423 0.1 -0.5 -1.9 -0.1241
H 2.1791 1.0467 1.4822 0.1 -1.0 -0.1 0.0308
H 0.9048 0.7390 2.7255 -0.2 -0.3 -0.1 0.0853
H 0.9708 2.1482 1.6186 -0.6 0.0 0.3 0.0705
H 0.4288 -1.4576 1.5547 -0.2 0.2 0.5 0.0994
H 1.6532 -1.0662 0.4051 0.2 0.2 -0.2 0.0711
H -1.2858 -1.7601 -0.1586 -0.1 0.3 0.2 0.1023
H 0.2139 -2.6376 -0.4733 -0.2 -0.6 0.6 0.1107
H -1.9369 -1.8764 -2.6448 -0.2 0.5 0.5 0.0747
H -0.6418 -3.0246 -2.6947 0.5 -0.2 0.9 0.0384
H -0.5025 -1.6529 -3.6301 -0.2 0.4 -0.2 0.0782
C -4.3542 0.7136 2.6859 1.5 1.9 0.1 -0.0400
O -3.4502 1.8115 3.0806 -1.3 -0.4 0.5 -0.1871
C -2.2696 2.0009 2.3348 -0.5 -0.7 -0.6 -0.2074
C -1.5531 3.3161 2.6628 1.2 -2.0 -0.4 -0.2299
O -2.2923 4.4456 2.5377 -2.0 2.2 -0.1 -0.1483
C -2.5204 4.9338 1.1989 0.0 -1.0 0.6 -0.0526
H -5.1732 0.7029 3.4051 0.2 0.0 0.0 0.0865
H -3.8151 -0.2338 2.6954 0.0 -0.2 -0.1 0.0740
H -4.7302 0.9847 1.6993 -0.1 -0.4 -0.1 0.0590
H -2.4482 1.9692 1.2600 -0.5 0.1 -0.4 0.0972
H -1.6636 1.1081 2.4887 0.8 0.1 0.2 0.1095
H -0.7079 3.4094 1.9809 0.4 -0.4 -0.3 0.1038
H -1.0864 3.1930 3.6401 -0.4 0.7 0.4 0.1187
H -1.6352 5.4571 0.8373 0.0 0.0 -0.1 0.0852
H -3.4048 5.5671 1.1293 0.2 0.3 0.7 0.0875
H -2.8079 4.1129 0.5419 0.4 -0.3 -0.2 0.0650
C 1.0800 -0.1960 -6.0547 0.6 0.0 -1.1 -0.1065
O 2.2911 -0.6495 -5.4990 0.0 -1.3 0.5 -0.2082
C 3.4829 -0.1736 -6.0825 0.3 0.4 1.0 -0.1861
C 4.7546 -0.8427 -5.4059 -1.7 1.4 -0.7 -0.1971
O 4.9987 -2.1432 -5.7999 0.8 -1.7 -0.9 -0.2009
C 5.3207 -2.3756 -7.1974 -0.3 1.3 0.2 -0.0648
H 0.2548 -0.8106 -5.6949 0.1 0.3 0.4 0.0792
H 1.0973 -0.3370 -7.1354 0.0 -0.2 -0.4 0.0853
H 0.9560 0.8810 -5.9410 -0.3 0.1 0.5 0.0819
H 3.4629 0.8958 -5.8725 0.7 0.4 0.0 0.1132
H 3.4821 -0.2280 -7.1711 0.0 -0.5 -0.2 0.1155
H 4.5950 -0.8486 -4.3277 -0.2 -0.2 0.0 0.1131
H 5.5943 -0.1636 -5.5537 0.3 0.0 -0.4 0.1216
H 5.9593 -3.2291 -7.4248 -0.3 -0.4 0.9 0.0876
H 5.8983 -1.5413 -7.5954 0.0 0.4 0.1 0.0839
H 4.4002 -2.4355 -7.7781 0.0 -0.2 0.0 0.0859
Cl 3.8579 1.9914 -1.4496 -0.3 -0.3 0.0 0.5473
C 2.9311 0.8963 -2.5626 0.7 0.6 -0.6 -0.6037
C 1.5119 1.3369 -2.7967 -0.9 -1.0 1.0 -0.6680
Cl 1.4417 2.9782 -3.4468 -0.2 0.1 -0.1 0.5899
H 3.0881 -0.1074 -2.1676 -0.5 0.1 -0.2 0.0772
H 3.4491 1.0291 -3.5124 0.1 -0.4 0.1 0.0323
H 0.8821 1.2113 -1.9160 0.3 0.8 0.5 0.0481
H 0.9533 0.6545 -3.4374 0.6 0.0 -0.6 0.0546
Cl 1.4184 -3.9954 2.8705 -0.5 -0.5 -0.5 0.5133
C 0.1889 -5.1105 2.1376 0.1 -0.5 -0.8 -0.6105
C 0.8094 -6.2045 1.2079 -0.5 0.7 0.6 -0.5799
Cl 1.6585 -5.4680 -0.2188 -0.2 -0.3 0.7 0.5401
H -0.5614 -4.5664 1.5641 0.5 0.4 -0.1 0.0327
H -0.3937 -5.5049 2.9701 0.4 -0.4 0.0 0.0675
H 0.0232 -6.8141 0.7625 -0.2 0.2 0.1 0.0625
H 1.4520 -6.8918 1.7582 0.4 0.4 -0.2 0.0682
Cl 0.7330 -4.6911 -4.5149 0.1 0.1 0.4 0.5536
C 2.3198 -4.8112 -3.6836 0.2 -0.9 -0.3 -0.6454
C 3.4494 -4.7907 -4.7177 -1.0 -0.1 0.0 -0.5771
Cl 3.2137 -6.1140 -6.0084 0.4 1.0 1.1 0.4609
H 2.3486 -5.7384 -3.1113 -0.3 -0.2 -0.3 0.0410
H 2.3980 -4.0307 -2.9267 0.1 0.4 -0.4 0.0633
H 4.3875 -4.9551 -4.1876 0.1 -0.1 -0.4 0.0788
H 3.4236 -3.8246 -5.2218 0.3 -0.3 -0.2 0.0428
Cl -4.3146 -3.7203 -4.5536 0.2 -1.9 0.1 0.6499
C -4.7406 -2.0652 -4.6274 -0.3 1.8 0.9 -0.7392
C -4.1847 -1.4693 -5.8985 -0.4 0.7 0.2 -0.6239
Cl -4.9212 0.1669 -6.1730 0.1 -0.5 0.0 0.5201
H -4.3255 -1.6062 -3.7301 0.3 0.3 -0.3 0.0373
H -5.8080 -1.9011 -4.4796 -0.1 -0.4 -0.6 0.0749
H -4.4460 -2.1183 -6.7342 0.2 0.3 -0.1 0.0650
H -3.1154 -1.2831 -5.7978 -0.1 -0.3 -0.2 0.0648
Cl 4.1516 1.3728 3.3045 0.2 0.1 0.1 0.6135
C 4.1038 -0.2310 4.0635 0.9 -1.2 -0.3 -0.6280
C 4.8962 -1.2647 3.1995 -0.6 0.4 0.0 -0.5959
Cl 3.8706 -1.6560 1.7694 0.6 0.0 0.1 0.5504
H 3.0528 -0.5079 4.1462 0.2 -0.1 0.0 0.0575
H 4.5630 -0.2015 5.0516 -0.1 0.3 0.0 0.0728
H 5.1413 -2.2164 3.6709 -0.6 0.1 0.4 0.0674
H 5.8726 -0.8917 2.8902 -0.3 0.4 -0.3 0.0653
```
Forces are in eV/Å.

strongest force on any atom = 2.95 eV/Å
LUMO energy = 0.0142 Ha